(1)
ORCA calculation (ωB97M-V/def2-TZVPD) on a 2-piece molecular cluster, C5H12N2O overall.

The geometry in XYZ format:
```
20
Properties=species:S:1:pos:R:3
C -1.7423 1.6688 0.3288
C -0.9502 0.7434 1.2382
C -1.1975 -0.6185 1.2590
N -0.5408 -1.5515 2.0649
H -2.6514 1.1095 0.0859
H -2.0890 2.6240 0.8119
H -1.2507 2.0398 -0.5964
H -0.2558 1.2282 1.9248
H -1.9960 -1.0094 0.6326
H -1.0359 -2.3884 2.2266
H -0.0916 -1.2002 2.9619
C 0.9895 -0.4966 -2.3645
C 2.1310 -0.4984 -1.3479
N 1.8488 0.2237 -0.2295
O 3.1899 -1.0297 -1.5458
H 1.1733 0.3139 -3.0965
H -0.0215 -0.4119 -1.9225
H 0.9611 -1.4902 -2.9131
H 0.9050 0.4152 0.0585
H 2.6241 0.3283 0.4231
```

## Properties
* SMILES string: C/C=C/N.CC(N)=O
* ΔE to the lowest compared entry with this formula, charge and spin: 132.7 kJ/mol
* electronic energy: -10407.04902 eV
* M: 116.2 Da
* E_LUMO: 0.03243 Ha


(2)
ORCA calculation (ωB97M-V/def2-TZVPD) on one molecule with the formula C5H12N2O.

The geometry in XYZ format:
```
20
Properties=species:S:1:pos:R:3
C 2.9500 -1.0312 2.1556
C 1.5964 -0.2574 2.4137
N 1.0512 0.5686 1.2843
C -0.0962 0.2006 0.5298
C 0.1001 0.4496 -1.1067
N -1.1622 0.6261 -1.6205
C -2.0495 -0.3192 -1.8293
O -3.0884 -0.1002 -2.4817
H 3.4748 -1.2379 3.1266
H 3.6264 -0.4131 1.5687
H 2.9696 -1.9582 1.5526
H 1.6493 0.3328 3.3367
H 0.8751 -1.0683 2.6311
H 1.0532 1.6019 1.4827
H -0.4065 -0.9346 0.6191
H -0.9942 0.8244 0.7662
H 0.5877 -0.6069 -1.3994
H 0.6936 1.3148 -1.3337
H -1.2720 1.6265 -1.8169
H -1.7778 -1.2978 -1.3068
```

## Properties
* SMILES string: CCNCCNC=O
* ΔE to the lowest compared entry with this formula, charge and spin: 267.9 kJ/mol
* electronic energy: -10405.64790 eV
* M: 116.2 Da
* E_LUMO: 0.03090 Ha


(3)
ORCA calculation (ωB97M-V/def2-TZVPD) on one molecule with the formula C5H12N2O.

The geometry in XYZ format:
```
20
Properties=species:S:1:pos:R:3
C -0.4739 0.4835 2.1477
C -1.1670 -0.7932 1.7206
N -1.2531 -1.0966 0.2983
C -0.0935 -0.9051 -0.5203
C -0.1782 0.4285 -1.2795
N 0.9075 0.5991 -2.2615
C 2.1117 0.8757 -1.6347
O 3.1513 0.9414 -2.2402
H 0.5112 0.5450 1.6662
H -0.3178 0.6474 3.2186
H -0.9905 1.4213 1.9024
H -2.2240 -0.7179 1.9894
H -0.6008 -1.5755 2.2679
H -1.7772 -1.9423 0.1668
H 0.8420 -0.9285 0.0663
H 0.1419 -1.6631 -1.2635
H -0.2872 1.3537 -0.7035
H -1.1723 0.4066 -1.7260
H 0.8418 0.7744 -3.2447
H 2.0279 1.1456 -0.5703
```

## Properties
* SMILES string: CCNCCNC=O
* ΔE to the lowest compared entry with this formula, charge and spin: 182.8 kJ/mol
* electronic energy: -10406.52952 eV
* M: 116.2 Da
* E_LUMO: 0.03559 Ha


(4)
ORCA calculation (ωB97M-V/def2-TZVPD) on one molecule with the formula C5H12N2O.

The geometry in XYZ format:
```
20
Properties=species:S:1:pos:R:3
C -0.8126 1.5049 0.6187
C 0.8114 -0.0408 -0.2535
C 2.3057 -0.2194 -0.3685
N 0.3989 0.7503 0.7930
N -1.9196 0.7583 0.0727
C 0.0796 -1.6128 0.3846
C -0.9713 -2.1278 -0.3323
O -0.5628 2.6350 -0.2412
H 0.2653 3.0374 0.0504
H -0.2623 -1.1233 1.3521
H -1.1097 1.8638 1.6122
H 0.3714 0.1604 -1.2392
H -2.7934 1.2276 0.2741
H -1.8321 0.6943 -0.9354
H 0.9130 -2.2440 0.6846
H 2.5390 -1.0645 -1.0175
H 2.7609 0.6711 -0.8052
H 2.7339 -0.3948 0.6182
H -1.9093 -2.3775 0.1439
H -1.0061 -2.0984 -1.4119
```

## Properties
* ΔE to the lowest compared entry with this formula, charge and spin: 513.4 kJ/mol
* electronic energy: -10403.10301 eV
* M: 116.2 Da
* E_LUMO (alpha / beta): 0.01043 / -0.01088 Ha


(5)
ORCA calculation (ωB97M-V/def2-TZVPD) on one molecule with the formula C5H12N2O.

The geometry in XYZ format:
```
20
Properties=species:S:1:pos:R:3
C 0.1253 1.2763 -1.5297
C 0.1261 1.3412 -0.0217
C 1.4976 1.2767 0.6106
C -1.1524 0.2649 0.8413
C -0.8598 -1.0959 0.4087
O -1.9040 -1.9487 0.1849
N 0.3351 -1.4144 -0.0048
N 0.5175 -2.7308 -0.3273
H 0.7279 0.4529 -1.9187
H 0.5416 2.2045 -1.9429
H -0.8896 1.1590 -1.9182
H -0.3500 2.2749 0.2833
H 2.1138 0.4776 0.1924
H 2.0385 2.2156 0.4311
H 1.4344 1.1416 1.6943
H -2.1849 0.5684 0.6588
H -0.8038 0.4754 1.8487
H -2.7241 -1.5717 0.5296
H -0.0791 -3.3659 0.2052
H 1.4898 -3.0017 -0.2254
```

## Properties
* SMILES string: CC(C)C/C(O)=N/N
* ΔE to the lowest compared entry with this formula, charge and spin: 302.2 kJ/mol
* electronic energy: -10405.29165 eV
* M: 116.2 Da
* E_LUMO: 0.02636 Ha


(6)
ORCA calculation (ωB97M-V/def2-TZVPD) on a 2-piece molecular cluster, C5H12N2O overall.

The geometry in XYZ format:
```
20
Properties=species:S:1:pos:R:3
N -2.5320 -1.1480 -0.3993
C -2.4011 0.1430 0.1860
C -1.2779 0.6488 0.8130
N -0.1382 -0.2291 0.9405
C 2.2729 -0.5017 0.7395
C 1.0604 0.4509 0.5310
C 0.9966 0.9741 -0.9245
O -1.1864 1.8743 1.2061
H -3.3902 -1.3660 -0.7108
H -1.7830 -1.3973 -0.9860
H -3.2064 0.8669 0.1516
H 0.2200 -1.6585 -1.6493
H -0.2823 -0.9782 0.2397
H 2.1346 -1.4072 0.1102
H 2.3189 -0.7916 1.7861
H 3.1735 -0.0711 0.4693
H 1.1554 1.3144 1.1875
H 1.9218 1.4419 -1.2070
H 0.6814 0.0945 -1.4835
H 0.2619 1.7400 -1.0000
```

## Properties
* ΔE to the lowest compared entry with this formula, charge and spin: 661.7 kJ/mol
* electronic energy: -10401.56637 eV
* M: 116.2 Da
* E_LUMO: -0.11123 Ha